# 1
DFT (the ωB97M-V functional and the def2-TZVPD basis) results for an isolated ion of composition C4H9NP and charge +1 in a non-equilibrium geometry.

XYZ file:
```
15
Properties=species:S:1:pos:R:3:forces:R:3
C -0.4067 -1.8166 0.3307 1.60 -0.80 1.19
C -1.0505 -0.5267 0.0095 2.47 -1.12 0.29
C -0.4057 0.6373 0.7179 -2.17 2.30 2.19
C 0.9767 1.0138 0.2442 -1.50 0.66 -0.72
N 1.0531 0.6942 -1.2399 1.98 0.77 0.77
P 2.1927 -0.2542 -0.0503 -0.98 -0.63 -0.58
H -0.0554 -1.8615 1.3916 -0.36 -0.24 -1.01
H -1.0758 -0.3617 -1.0514 -0.67 -0.01 -0.58
H -2.0264 -0.6132 0.3364 -2.48 0.02 0.58
H -1.1349 1.4963 0.5134 1.20 -0.67 0.03
H -0.4455 0.6753 1.8900 0.23 -0.84 -2.11
H 1.1160 2.0882 0.4564 0.69 -0.69 -0.08
H -0.5329 -2.8351 -0.1501 0.15 1.69 0.21
H 1.5736 1.4269 -1.7660 -0.97 -0.98 0.03
H 0.2217 0.2370 -1.6322 0.80 0.54 -0.21
```
Forces are in eV/Å.

Its charge is +1. The largest force on an atom comes out at 3.8 eV/Å. Its frontier orbital gap (spin up / spin down) is 7.1 / 8.9 eV. The LUMO energy (spin up / spin down) is -5.8 / -4.5 eV.

---

# 2
DFT (the ωB97M-V functional and the def2-TZVPD basis) results for one molecule with the formula C4H9NS in a non-equilibrium geometry.

XYZ file:
```
15
Properties=species:S:1:pos:R:3:forces:R:3
C 0.2799 1.4669 0.0952 -0.63 0.42 0.06
C 1.1949 0.5367 -0.6285 -0.92 -0.28 0.46
C 2.3067 -0.1404 0.0776 0.07 0.18 -0.06
C -2.4671 -1.3345 0.0411 0.04 0.82 0.11
N -0.8813 0.6918 0.6510 1.81 -0.52 0.27
S -2.1838 0.4621 -0.2131 -0.49 -0.52 -0.77
H 0.7823 1.8978 0.9629 0.00 0.07 -0.08
H -0.0782 2.2773 -0.5486 0.12 0.03 -0.02
H 0.7966 0.0507 -1.5074 -0.07 0.11 -0.20
H 3.1357 0.5563 0.2256 0.16 -0.02 0.07
H 2.6685 -0.9969 -0.4843 0.10 -0.06 0.03
H 1.9974 -0.4721 1.0705 -0.04 -0.07 0.09
H -1.6096 -1.8704 -0.3496 0.08 -0.02 -0.08
H -3.3693 -1.6047 -0.4947 -0.17 -0.06 -0.06
H -2.5725 -1.5206 1.1022 -0.06 -0.09 0.16
```
Forces are in eV/Å.

Its charge is 0. The largest force on an atom comes out at 1.9 eV/Å. Its frontier orbital gap (spin up / spin down) is 7.8 / 8.3 eV. The LUMO energy (spin up / spin down) is -0.2 / 0.4 eV.

---

# 3
DFT (the ωB97M-V functional and the def2-TZVPD basis) results for one molecule with the formula C4H9NS3 in a non-equilibrium geometry.

XYZ file:
```
17
Properties=species:S:1:pos:R:3:forces:R:3
C -3.0039 0.4065 -0.2656 0.19 -0.38 0.50
C 2.8074 0.4373 0.3292 0.43 -0.25 -0.06
C 4.2487 0.2136 0.6885 0.20 0.04 0.14
C 3.8984 0.9989 -0.5392 0.09 0.09 -0.13
H 0.0089 0.7415 0.7990 0.10 -0.27 0.02
H -2.2728 -1.0058 0.9911 -0.03 0.16 -0.09
H -2.6366 1.1167 -1.0099 -0.04 -0.06 0.07
H 1.6973 -1.6106 0.7802 0.03 0.13 -0.18
H 2.2516 1.1515 0.9298 0.00 -0.15 -0.06
H 4.6347 0.7468 1.5525 -0.06 -0.06 -0.15
H 4.6518 -0.7843 0.5527 -0.09 0.13 0.01
H 4.0406 2.0746 -0.5297 -0.04 -0.16 0.02
H 4.0651 0.5285 -1.5022 -0.04 0.05 0.12
N -2.0064 -0.2997 0.3142 -1.77 1.32 -0.02
S -0.3651 -0.1744 -0.1180 -2.34 -0.78 -0.17
S -4.5875 0.2406 0.0911 -0.14 0.05 -0.11
S 1.8214 -0.8911 -0.3505 3.50 0.14 0.08
```
Forces are in eV/Å.

Its charge is 0. The largest force on an atom comes out at 3.5 eV/Å. Its frontier orbital gap is 8.3 eV. The LUMO energy is 0.5 eV.

---

# 4
DFT (the ωB97M-V functional and the def2-TZVPD basis) results for a 2-piece molecular cluster, C4H9O2 overall in a non-equilibrium geometry.

XYZ file:
```
15
Properties=species:S:1:pos:R:3:forces:R:3
C -2.2718 0.2436 -0.8584 2.04 -1.89 3.61
C -2.4166 1.2440 -1.8965 0.28 4.21 -3.84
H -2.0105 -0.6533 -1.3902 -1.00 -1.35 0.36
H -1.3881 0.1769 -0.1130 -0.32 1.35 -1.53
H -2.9976 0.2516 0.0407 0.02 -0.49 -2.27
H -2.8995 2.1498 -1.4736 0.00 -0.31 -0.55
H -1.5123 1.7394 -2.5294 -1.03 -1.43 2.20
H -2.9736 0.9624 -2.8777 0.08 -0.09 2.05
C 1.3759 -1.5368 0.0404 0.69 1.75 -2.90
C 1.3575 -0.2278 0.9864 0.29 -2.90 -2.98
O 0.2451 -0.0625 1.4661 -1.49 1.05 1.42
O 2.4165 0.3588 0.9823 1.84 2.02 0.96
H 2.3167 -2.0729 -0.0398 0.00 -0.74 1.34
H 1.4614 -1.2890 -1.1558 -1.17 0.17 2.56
H 0.4406 -1.9732 0.3204 -0.21 -1.34 -0.43
```
Forces are in eV/Å.

Its charge is -1. The largest force on an atom comes out at 5.7 eV/Å. Its frontier orbital gap is 7.5 eV. The LUMO energy is 3.8 eV.

---

# 5
DFT (the ωB97M-V functional and the def2-TZVPD basis) results for a 2-piece molecular cluster, C4H9O2 overall in a non-equilibrium geometry.

XYZ file:
```
15
Properties=species:S:1:pos:R:3:forces:R:3
C -1.2361 1.1311 1.8423 -1.05 -0.14 0.65
C -0.4726 0.7946 0.6438 0.60 2.09 -1.99
C -0.1854 1.7473 -0.3082 0.63 -3.80 0.61
O 0.4725 1.4306 -1.4647 -0.75 0.24 0.95
H -0.7047 0.8447 2.7602 -0.36 -0.13 0.03
H -1.4639 2.1914 1.9198 0.08 0.32 -0.03
H -2.2270 0.6279 1.7675 0.44 0.07 0.60
H -0.2142 -0.2316 0.4449 0.20 -0.19 -0.17
H -0.4659 2.7507 -0.1349 -0.14 1.25 -0.19
H 0.5863 0.3922 -1.4269 0.39 0.37 -0.31
C 1.1886 -2.3685 -1.2144 0.07 1.61 -0.11
O 0.7202 -1.0681 -1.2598 -0.20 -0.80 0.15
H 2.0712 -2.4506 -0.5397 0.19 -0.22 -0.31
H 0.4734 -3.0918 -0.7913 -0.34 -0.19 -0.09
H 1.4576 -2.7001 -2.2385 0.22 -0.46 0.23
```
Forces are in eV/Å.

Its charge is -1. The largest force on an atom comes out at 3.9 eV/Å. Its frontier orbital gap is 7.3 eV. The LUMO energy is 4.2 eV.

---

# 6
DFT (the ωB97M-V functional and the def2-TZVPD basis) results for C4H9O2P as an isolated structure in a non-equilibrium geometry.

XYZ file:
```
16
Properties=species:S:1:pos:R:3:forces:R:3
C 1.5339 -1.4416 0.9029 -1.09 -0.06 0.64
C -0.1313 -0.1641 -1.3328 1.00 -0.74 0.61
C -1.7180 0.4047 0.4842 1.70 2.87 3.56
C -0.4074 0.7628 -0.1687 0.14 1.45 -3.51
O 2.1759 -0.3701 0.7136 1.66 1.69 -0.64
O 0.3404 -1.3495 0.9823 -1.53 -1.80 1.16
P 1.0394 0.9553 0.9048 0.73 0.87 0.88
H 2.1001 -2.3053 1.0739 0.93 -1.58 -0.06
H 0.8644 0.1165 -1.7177 -0.63 -0.55 -0.58
H -0.9581 0.0088 -1.9407 -0.90 0.39 -2.09
H -0.2483 -1.2143 -1.0957 0.59 -0.17 0.14
H -1.8796 1.2362 1.2805 -0.03 -1.40 -0.93
H -1.7029 -0.5329 1.0271 -0.26 -0.16 -0.50
H -2.4509 0.6054 -0.2068 -2.07 -0.35 -1.57
H 1.9848 1.5911 0.0654 -0.58 0.64 -0.25
H -0.5423 1.6971 -0.9723 0.35 -1.10 3.14
```
Forces are in eV/Å.

Its charge is 0. The largest force on an atom comes out at 4.9 eV/Å. Its frontier orbital gap is 10.1 eV. The LUMO energy is 0.9 eV.

---

# 7
DFT (the ωB97M-V functional and the def2-TZVPD basis) results for C4H9O2P as an isolated structure in a non-equilibrium geometry.

XYZ file:
```
16
Properties=species:S:1:pos:R:3:forces:R:3
C 0.2594 0.6167 0.4534 -0.79 -1.32 2.08
C -2.7413 -0.4920 0.0550 -0.68 1.57 0.08
C 2.4931 -0.3369 0.1651 -1.85 0.57 -0.76
C 0.9958 -0.5717 -0.2064 1.63 2.72 -0.60
O -0.6170 1.3743 0.0607 3.22 -0.42 0.53
O 0.6098 -1.7663 0.3381 2.65 0.10 1.35
P -2.7015 1.0368 -0.6015 -0.21 -0.80 -1.70
H 0.4933 0.4779 1.5890 -0.41 0.93 -1.20
H -2.9942 -0.5978 1.1303 0.20 0.27 -0.45
H 2.5094 -0.6629 1.1872 0.84 -0.01 0.54
H 2.7028 0.7303 0.0249 0.17 -0.15 0.39
H 3.1255 -0.8697 -0.5166 0.40 -0.60 0.03
H 0.9092 -0.4731 -1.2719 -0.42 -0.41 -0.81
H -0.2330 -1.9368 0.0540 -3.62 -0.97 -1.04
H -2.3080 0.9396 -1.9956 -0.37 0.08 1.08
H -2.5034 2.5316 -0.4657 -0.76 -1.56 0.47
```
Forces are in eV/Å.

Its charge is 0. The largest force on an atom comes out at 3.9 eV/Å. Its frontier orbital gap (spin up / spin down) is 8.4 / 8.4 eV. The LUMO energy (spin up / spin down) is 0.0 / 0.0 eV.

---

# 8
DFT (the ωB97M-V functional and the def2-TZVPD basis) results for a 2-piece molecular cluster, C4H9O2P overall in a non-equilibrium geometry.

XYZ file:
```
16
Properties=species:S:1:pos:R:3:forces:R:3
C 0.0192 1.4303 -0.1250 0.44 2.00 -2.17
C 0.1930 -0.8647 -0.7970 -0.82 0.75 3.89
C -0.8421 0.2247 -0.4640 1.31 -2.31 1.77
C -1.4074 -0.3295 0.8816 -2.59 2.67 1.12
O 3.0183 -0.5685 -0.2568 -0.22 -0.28 -0.31
O 1.1982 0.9936 0.6113 -1.32 -0.34 0.50
P 1.6332 -0.5164 0.2331 0.38 -0.72 0.55
H 0.4601 1.7844 -1.1378 -0.88 0.08 1.64
H -0.5602 2.2890 0.3990 1.28 -1.62 -0.66
H 0.1154 -1.7861 -1.2784 -0.55 -1.10 -0.96
H 0.9905 -0.1415 -2.1326 1.31 1.49 -2.83
H -1.6747 0.3057 -1.1225 -0.18 0.67 -0.91
H -1.3318 0.4609 1.7370 -0.46 -1.03 -1.60
H -0.8613 -1.1004 1.2710 1.46 -2.18 0.82
H -2.4638 -0.7127 0.8106 0.97 0.59 -0.05
H 1.5135 -1.4688 1.3707 -0.13 1.32 -0.77
```
Forces are in eV/Å.

Its charge is 0. The expectation value of S² is 2.00. The largest force on an atom comes out at 4.0 eV/Å. The spin multiplicity is 3. Its frontier orbital gap (spin up / spin down) is 7.5 / 7.4 eV. The LUMO energy (spin up / spin down) is 0.8 / -3.0 eV.

---

Sequential energy output: -15062.2115; -16615.8674; -38286.7869; -8388.2989; -8387.9863; -17675.9162; -17671.5999; -17671.6638 eV